Record 1
Here is a cluster of 2 separate species, C9H14O in total at a distorted geometry from the OMol25 dataset. Energies are from wB97M-V/def2-TZVPD.

Results
HOMO   -8.313 eV
SMILES   Cc1ccc(O)cc1.CC
E_tot   -11606.10475 eV
LUMO level   0.916 eV
Frontier orbital gap   9.23 eV
Maximum force   3.7 eV/A
Relative energy (zero: lowest compared OMol25 entry of this formula, charge and spin)   147.8 kJ/mol

Structure (ORCA input):
```
! RIJCOSX wB97M-V def2-TZVPD def2/J DEFGRID3
* xyz 0 1
C 2.643 -0.356 -1.294
C -0.923 -0.161 -0.126
C 0.330 0.233 -0.654
C -1.219 -1.480 0.098
C 1.343 -0.750 -0.787
C -0.296 -2.543 -0.008
C 1.016 -2.094 -0.327
O -2.439 -1.719 0.724
H -1.705 0.670 0.067
H 0.614 1.287 -0.892
H -2.985 -0.975 0.783
H -0.500 -3.569 0.295
H 2.609 0.191 -2.353
H 3.175 -1.273 -1.538
H 1.797 -2.884 -0.340
H 3.274 0.242 -0.614
C 0.514 3.623 0.802
C -0.989 3.381 1.094
H 0.928 3.094 1.600
H 0.880 3.151 -0.054
H 0.782 4.631 0.833
H -1.455 3.314 0.197
H -1.309 4.264 1.685
H -1.114 2.485 1.761
*
```



Record 2
Here is a cluster of 2 separate species, C9H14O in total at a distorted geometry from the OMol25 dataset. Energies are from wB97M-V/def2-TZVPD.

Results
HOMO   -8.991 eV
SMILES   Cc1ccccc1.CCO
E_tot   -11606.86121 eV
LUMO level   0.893 eV
Frontier orbital gap   9.88 eV
Maximum force   2.4 eV/A
Relative energy (zero: lowest compared OMol25 entry of this formula, charge and spin)   74.8 kJ/mol

Structure (ORCA input):
```
! RIJCOSX wB97M-V def2-TZVPD def2/J DEFGRID3
* xyz 0 1
C -1.514 1.855 2.092
C 0.493 3.127 -0.846
C 1.075 1.962 -1.319
C -0.291 3.098 0.290
C -0.546 1.898 0.969
C 0.890 0.787 -0.618
C 0.060 0.741 0.494
H 0.664 4.043 -1.393
H 1.703 1.966 -2.206
H -0.544 3.992 0.832
H 1.485 -0.098 -0.843
H -2.435 1.294 1.855
H -1.865 2.760 2.571
H -0.109 -0.180 1.044
H -1.195 1.215 2.928
C -0.227 -3.066 -1.211
C 0.270 -3.408 0.188
O 0.884 -2.799 -2.089
H -0.812 -3.885 -1.618
H -0.772 -2.122 -1.225
H 1.119 -2.773 0.447
H 1.698 -2.862 -1.574
H 0.450 -4.468 0.327
H -0.481 -3.079 0.905
*
```



Record 3
Here is a cluster of 2 separate species, C9H14O in total at a distorted geometry from the OMol25 dataset. Energies are from wB97M-V/def2-TZVPD.

Results
HOMO   -8.278 eV
SMILES   Cc1ccc(O)cc1.CC
E_tot   -11605.78400 eV
LUMO level   0.845 eV
Frontier orbital gap   9.12 eV
Maximum force   4.8 eV/A
Relative energy (zero: lowest compared OMol25 entry of this formula, charge and spin)   178.8 kJ/mol

Structure (ORCA input):
```
! RIJCOSX wB97M-V def2-TZVPD def2/J DEFGRID3
* xyz 0 1
C -0.413 -3.461 -0.240
C -2.236 -0.130 -0.679
C -1.163 0.748 -0.870
C -2.020 -1.415 -0.550
C -0.707 -1.956 -0.496
C 0.106 0.288 -0.958
C 0.322 -1.080 -0.769
O -1.447 2.055 -1.182
H -3.300 0.227 -0.721
H -2.861 -2.135 -0.609
H 0.937 0.912 -1.016
H -0.524 2.460 -1.515
H -0.443 -3.901 -1.301
H -1.037 -3.979 0.479
H 1.372 -1.258 -0.584
H 0.621 -3.599 0.171
C 1.459 1.441 1.764
C 1.785 2.623 0.886
H 2.142 0.642 1.789
H 1.481 1.598 2.850
H 0.333 1.110 1.579
H 1.269 2.486 -0.182
H 1.428 3.638 1.418
H 2.896 2.684 0.738
*
```



Record 4
Here is a cluster of 2 separate species, C9H14O in total at a distorted geometry from the OMol25 dataset. Energies are from wB97M-V/def2-TZVPD.

Results
HOMO   -8.401 eV
SMILES   Cc1ccc(O)cc1.CC
E_tot   -11606.66130 eV
LUMO level   0.879 eV
Frontier orbital gap   9.28 eV
Maximum force   2.1 eV/A
Relative energy (zero: lowest compared OMol25 entry of this formula, charge and spin)   94.1 kJ/mol

Structure (ORCA input):
```
! RIJCOSX wB97M-V def2-TZVPD def2/J DEFGRID3
* xyz 0 1
C -1.137 -1.464 0.952
C -2.475 2.018 0.625
C -1.625 2.642 -0.291
C -2.274 0.750 1.094
C -1.270 -0.048 0.501
C -0.577 1.908 -0.793
C -0.417 0.584 -0.376
O -1.949 3.927 -0.630
H -3.323 2.554 1.043
H -2.827 0.277 1.896
H 0.090 2.173 -1.603
H -1.290 4.251 -1.260
H -0.796 -2.263 0.277
H -2.101 -1.952 1.117
H 0.452 0.056 -0.751
H -0.354 -1.593 1.663
C 2.148 -2.223 -0.331
C 3.330 -1.235 -0.508
H 2.222 -2.748 0.586
H 1.146 -1.820 -0.422
H 2.194 -2.872 -1.211
H 3.963 -1.517 -1.341
H 2.998 -0.210 -0.668
H 3.873 -1.193 0.430
*
```



Record 5
Here is a cluster of 2 separate species, C9H14O in total at a distorted geometry from the OMol25 dataset. Energies are from wB97M-V/def2-TZVPD.

Results
HOMO   -8.346 eV
SMILES   Cc1ccc(O)cc1.CC
E_tot   -11607.20435 eV
LUMO level   0.878 eV
Frontier orbital gap   9.22 eV
Maximum force   1.6 eV/A
Relative energy (zero: lowest compared OMol25 entry of this formula, charge and spin)   41.7 kJ/mol

Structure (ORCA input):
```
! RIJCOSX wB97M-V def2-TZVPD def2/J DEFGRID3
* xyz 0 1
C -0.830 -1.585 2.603
C 1.056 1.674 0.536
C -0.208 1.835 1.048
C 1.706 0.431 0.598
C -0.846 0.733 1.630
C 1.168 -0.498 1.456
C -0.153 -0.424 1.926
O 1.746 2.706 -0.045
H -0.771 2.756 0.986
H 1.184 3.486 -0.048
H 2.612 0.282 0.024
H -1.900 0.770 1.877
H 1.751 -1.376 1.723
H -0.373 -2.545 2.364
H -1.871 -1.612 2.289
H -0.821 -1.468 3.691
C -0.508 -0.517 -2.106
C -0.337 -0.777 -3.589
H -0.350 -1.341 -1.407
H 0.199 0.232 -1.721
H -1.477 -0.055 -1.901
H -0.464 0.093 -4.230
H -1.103 -1.488 -3.908
H 0.593 -1.310 -3.796
*
```



Record 6
Here is a cluster of 2 separate species, C9H14O in total at a distorted geometry from the OMol25 dataset. Energies are from wB97M-V/def2-TZVPD.

Results
HOMO   -8.438 eV
SMILES   Cc1ccc(O)cc1.CC
E_tot   -11605.96305 eV
LUMO level   0.807 eV
Frontier orbital gap   9.25 eV
Maximum force   4.9 eV/A
Relative energy (zero: lowest compared OMol25 entry of this formula, charge and spin)   161.5 kJ/mol

Structure (ORCA input):
```
! RIJCOSX wB97M-V def2-TZVPD def2/J DEFGRID3
* xyz 0 1
C 2.908 0.229 -2.300
C 1.615 -0.562 -2.513
H 3.169 0.412 -1.250
H 3.798 -0.266 -2.679
H 2.866 1.245 -2.752
H 1.416 -0.625 -3.536
H 1.703 -1.420 -1.895
H 0.668 -0.032 -1.932
C -1.739 2.154 2.431
C -2.077 -1.048 0.361
C -0.780 -1.404 0.249
C -2.390 0.153 0.932
C -1.408 0.978 1.535
C 0.258 -0.702 0.794
C -0.100 0.563 1.341
O -0.615 -2.636 -0.353
H -2.965 -1.688 0.070
H -3.445 0.295 1.425
H 1.245 -1.148 0.754
H 0.312 -3.035 -0.174
H -0.836 2.790 2.393
H -1.721 1.895 3.514
H 0.801 1.219 1.540
H -2.685 2.633 2.046
*
```



Record 7
Here is a cluster of 2 separate species, C9H14O in total at a distorted geometry from the OMol25 dataset. Energies are from wB97M-V/def2-TZVPD.

Results
HOMO   -8.294 eV
SMILES   Cc1ccc(O)cc1.CC
E_tot   -11605.35642 eV
LUMO level   0.783 eV
Frontier orbital gap   9.08 eV
Maximum force   5.9 eV/A
Relative energy (zero: lowest compared OMol25 entry of this formula, charge and spin)   220.0 kJ/mol

Structure (ORCA input):
```
! RIJCOSX wB97M-V def2-TZVPD def2/J DEFGRID3
* xyz 0 1
C -0.974 1.506 -2.928
C -0.636 0.466 -4.175
H -2.015 1.368 -2.668
H -0.339 1.486 -2.043
H -0.866 2.523 -3.181
H 0.216 1.019 -4.823
H -1.483 0.224 -4.721
H -0.139 -0.426 -3.720
C -0.187 -1.335 -0.468
C 1.782 0.105 2.335
C 0.820 0.138 3.439
C 1.472 -0.445 1.146
C 0.213 -0.791 0.884
C -0.453 -0.333 3.171
C -0.726 -0.911 1.870
O 1.388 0.720 4.503
H 2.889 0.449 2.749
H 2.159 -0.540 0.336
H -1.333 -0.243 3.968
H 0.727 0.835 5.289
H -0.402 -0.465 -1.185
H -0.954 -2.007 -0.408
H -1.690 -1.338 1.631
H 0.530 -2.005 -1.001
*
```



Record 8
Here is a cluster of 2 separate species, C9H14O in total at a distorted geometry from the OMol25 dataset. Energies are from wB97M-V/def2-TZVPD.

Results
HOMO   -8.396 eV
SMILES   Cc1ccc(O)cc1.CC
E_tot   -11607.20413 eV
LUMO level   0.887 eV
Frontier orbital gap   9.28 eV
Maximum force   2.6 eV/A
Relative energy (zero: lowest compared OMol25 entry of this formula, charge and spin)   41.7 kJ/mol

Structure (ORCA input):
```
! RIJCOSX wB97M-V def2-TZVPD def2/J DEFGRID3
* xyz 0 1
C -1.721 -1.063 -2.253
C -1.866 -2.591 -2.367
H -0.650 -0.840 -2.238
H -2.134 -0.620 -3.165
H -2.228 -0.691 -1.365
H -1.356 -2.827 -3.308
H -2.899 -2.937 -2.457
H -1.453 -3.147 -1.528
C 0.499 -0.512 3.369
C -0.510 1.325 0.220
C -0.584 0.705 1.469
C 0.600 1.143 -0.613
C 0.547 0.100 1.966
C 1.667 0.400 -0.109
C 1.638 -0.184 1.158
O 0.707 1.641 -1.877
H -1.347 1.952 -0.074
H -1.489 0.689 2.060
H -0.090 2.105 -2.083
H 2.565 0.301 -0.715
H 0.547 -1.594 3.288
H -0.449 -0.197 3.805
H 2.549 -0.621 1.549
H 1.341 -0.140 3.959
*
```



Record 9
Here is a cluster of 2 separate species, C9H14O in total at a distorted geometry from the OMol25 dataset. Energies are from wB97M-V/def2-TZVPD.

Results
HOMO (alpha / beta)   -13.941 / -13.941 eV
E_tot   -11597.70232 eV
LUMO level (alpha / beta)   -3.948 / -7.798 eV
<S²>   0.764
Frontier orbital gap (alpha / beta)   9.99 / 6.14 eV
Maximum force   5.0 eV/A
Relative energy (zero: lowest compared OMol25 entry of this formula, charge and spin)   179.9 kJ/mol

Structure (ORCA input):
```
! RIJCOSX wB97M-V def2-TZVPD def2/J DEFGRID3
* xyz 1 2
C 0.348 2.164 1.421
C 0.531 0.188 -0.007
C 1.165 1.277 0.599
C 1.226 -0.526 -0.981
C 2.428 1.628 0.362
C 2.493 -0.152 -1.263
C 3.174 0.798 -0.434
O 3.038 -1.064 -2.133
H -0.399 -0.027 0.263
H 0.901 -1.312 -1.694
H -0.720 2.004 1.330
H 0.573 3.227 1.473
H 2.858 2.481 0.974
H 4.267 0.998 -0.640
H 3.974 -0.769 -2.336
H 0.781 1.987 2.501
C -2.939 -1.318 -0.536
C -3.740 -1.974 0.664
H -2.454 -0.408 -0.274
H -2.285 -2.044 -0.896
H -3.637 -0.899 -1.292
H -3.679 -3.060 0.644
H -4.783 -1.597 0.753
H -3.121 -1.599 1.500
*
```



Record 10
Here is a cluster of 2 separate species, C9H14O in total at a distorted geometry from the OMol25 dataset. Energies are from wB97M-V/def2-TZVPD.

Results
HOMO (alpha / beta)   -13.864 / -13.865 eV
E_tot   -11597.62187 eV
LUMO level (alpha / beta)   -4.177 / -7.778 eV
<S²>   0.767
Frontier orbital gap (alpha / beta)   9.69 / 6.09 eV
Maximum force   3.7 eV/A
Relative energy (zero: lowest compared OMol25 entry of this formula, charge and spin)   187.7 kJ/mol

Structure (ORCA input):
```
! RIJCOSX wB97M-V def2-TZVPD def2/J DEFGRID3
* xyz 1 2
C -1.974 2.292 -2.188
C -3.347 1.635 -1.991
H -1.547 2.398 -3.206
H -2.095 3.356 -1.961
H -1.114 1.732 -1.811
H -3.109 0.611 -1.670
H -3.789 1.490 -2.982
H -3.983 2.266 -1.388
C 3.204 -0.511 2.568
C -0.093 -1.424 0.095
C 1.218 -1.623 -0.469
C -0.264 -0.815 1.341
C 2.263 -1.338 0.347
C 0.787 -0.340 2.076
C 2.096 -0.614 1.554
O -1.080 -1.816 -0.698
H -1.759 -1.214 -1.072
H 1.261 -2.143 -1.416
H -1.269 -0.612 1.706
H 3.226 -1.776 0.107
H 0.665 0.177 3.014
H 3.098 -1.312 3.311
H 3.489 0.534 2.621
H 4.119 -0.951 2.112
*
```



Record 11
Here is a cluster of 2 separate species, C9H14O2 in total at a distorted geometry from the OMol25 dataset. Energies are from wB97M-V/def2-TZVPD.

Results
HOMO   -8.107 eV
SMILES   CCc1ccc(O)cc1.CO
E_tot   -13653.16304 eV
LUMO level   0.813 eV
Frontier orbital gap   8.92 eV
Maximum force   3.6 eV/A
Relative energy (zero: lowest compared OMol25 entry of this formula, charge and spin)   240.6 kJ/mol

Structure (ORCA input):
```
! RIJCOSX wB97M-V def2-TZVPD def2/J DEFGRID3
* xyz 0 1
C 0.154 1.452 -1.045
C -0.631 2.092 -2.131
C -0.365 0.755 0.203
C -1.698 0.379 0.347
C 0.598 0.306 1.101
C -2.121 -0.556 1.303
C 0.158 -0.513 2.144
C -1.177 -0.847 2.281
O -1.459 -1.735 3.276
H 0.972 0.747 -1.421
H 0.666 2.304 -0.528
H -1.296 1.501 -2.756
H -2.514 0.670 -0.355
H 1.592 0.698 1.014
H -3.136 -0.952 1.411
H 0.800 -1.061 2.791
H -2.258 -2.298 3.046
H 0.213 2.502 -2.824
H -1.130 3.065 -2.068
C 3.102 -0.186 -2.653
O 2.098 -1.150 -2.863
H 2.356 -1.868 -3.481
H 3.057 0.168 -1.609
H 3.088 0.767 -3.203
H 4.114 -0.662 -2.698
*
```



Record 12
Here is an isolated molecule of C9H14O2 at a distorted geometry from the OMol25 dataset. Energies are from wB97M-V/def2-TZVPD.

Results
HOMO   -9.578 eV
SMILES   CCCCC1=C(C)COC1=O
E_tot   -13654.43266 eV
LUMO level   0.658 eV
Frontier orbital gap   10.24 eV
Maximum force   3.0 eV/A
Relative energy (zero: lowest compared OMol25 entry of this formula, charge and spin)   118.1 kJ/mol

Structure (ORCA input):
```
! RIJCOSX wB97M-V def2-TZVPD def2/J DEFGRID3
* xyz 0 1
C -1.287 0.264 1.701
C -2.070 -0.074 0.439
C -1.599 -1.242 -0.508
C -0.396 -1.115 -1.402
C 0.781 -0.589 -0.619
C 1.199 0.682 -0.472
C 0.707 2.003 -0.786
C 2.454 0.658 0.376
C 1.636 -1.530 0.115
H -1.043 -0.642 2.327
H -1.830 0.914 2.340
H -0.329 0.772 1.437
H -2.344 0.813 -0.124
H -3.011 -0.623 0.806
H -2.397 -1.534 -1.198
H -1.420 -2.185 0.161
H -0.167 -2.126 -1.843
H -0.616 -0.381 -2.214
H 1.609 2.498 -1.106
H 0.257 2.581 0.054
H -0.003 2.004 -1.676
H 3.385 1.034 -0.092
H 2.316 1.248 1.318
O 2.648 -0.730 0.674
O 1.520 -2.703 0.290
*
```